Entry 1:
Here is a gas-phase ion, C9H19F3N3 (charge +1) from the OMol25 dataset. Energies are from wB97M-V/def2-TZVPD.

Each line ends with the Löwdin charge.
Positions of all 34 atoms, in Å:
C1 -2.30524 -0.41531 0.36316  -0.262
C2 1.94792 -0.03525 2.89264  -0.109
C3 -1.38806 0.27163 -3.04873  -0.021
C4 1.95100 -1.63426 -0.39343  -0.009
C5 1.52927 1.07481 1.98005  -0.303
C6 1.71859 0.82079 0.55206  -0.135
C7 0.48468 -0.22202 -1.49053  -0.122
C8 -0.67427 0.76918 -1.77046  -0.238
C9 -1.60256 0.99130 -0.57306  -0.342
N1 -1.44353 -1.22479 0.78485  0.137
N2 -3.60941 -0.18763 0.57616  0.030
N3 1.02729 -0.45877 -0.10788  -0.100
F1 -2.69371 1.75878 -0.92801  0.070
F2 -0.88762 1.67221 0.35450  0.076
F3 -4.12471 -0.97571 1.52358  0.014
H1 1.07694 -0.58152 3.15278  0.056
H2 2.70735 -0.72440 2.47430  0.076
H3 2.38453 0.25251 3.89789  0.109
H4 -0.63585 0.26212 -3.79476  0.085
H5 -2.06626 1.02232 -3.29077  0.065
H6 -1.95727 -0.62457 -3.01334  0.089
H7 2.48862 -1.59760 -1.33519  0.099
H8 2.73076 -1.60507 0.35661  0.077
H9 1.46606 -2.66563 -0.34001  0.136
H10 1.98439 2.09819 2.19601  0.148
H11 0.41854 1.35335 2.33689  0.153
H12 1.42199 1.81569 0.04307  0.154
H13 2.79695 0.70834 0.51630  0.126
H14 0.03511 -1.21040 -1.77604  0.148
H15 1.29120 0.05932 -2.10289  0.123
H16 -0.25968 1.83460 -1.96228  0.186
H17 -1.75891 -1.94863 1.45483  0.104
H18 -4.36722 0.11372 -0.19723  0.242
H19 0.31310 -0.76731 0.66896  0.140

Computed properties:
Molecular weight, g mol⁻¹: 226.3
Calculated total energy, eV: -22253.3472
HOMO energy, eV: -13.5
Total charge: +1
Kohn-Sham gap, eV: 11.250
SMILES: [H]/N=C(\NF)C(F)(F)[C@H](C)C[N@@H+](C)CCC
Energy above the lowest of the compared OMol25 structures with the same formula, charge and spin, kcal per mole: 0.0

Entry 2:
Here is a single C3H9N3S molecule from the OMol25 dataset. Energies are from wB97M-V/def2-TZVPD.

Each line ends with the Löwdin charge.
Positions of all 16 atoms, in Å:
C1 0.15114 1.52455 0.05155  -0.324
C2 0.27926 0.48050 -1.16195  -0.256
C3 -1.29785 -1.18445 -1.39131  -0.089
N1 0.38428 -1.33015 1.71024  -0.318
N2 0.88659 1.26561 1.19030  -0.439
N3 -0.28431 -0.74399 -0.91564  -0.070
S1 0.31492 0.25018 2.38640  0.803
H1 0.63717 2.38049 -0.52208  0.120
H2 -0.92960 1.73471 0.17155  0.116
H3 -0.24850 1.07896 -1.94822  0.115
H4 1.36588 0.45434 -1.27406  0.111
H5 0.97036 -1.92196 2.26122  0.003
H6 -1.61543 -2.20267 -1.04952  0.076
H7 -1.96946 -0.79172 -2.18996  0.082
H8 -0.45227 -1.83173 1.70750  -0.012
H9 1.80783 0.83732 0.97400  0.081

Computed properties:
Molecular weight, g mol⁻¹: 119.2
Calculated total energy, eV: -18560.0631
HOMO energy, eV: -8.6
Kohn-Sham gap, eV: 9.644
SMILES: C=NCCNSN
Energy above the lowest of the compared OMol25 structures with the same formula, charge and spin, kcal per mole: 60.3

Entry 3:
Here is a molecular structure, C33H47Cl2O2P3Ru from the OMol25 dataset. Energies are from wB97M-V/def2-TZVPD.

Each line ends with the Löwdin charge.
Positions of all 88 atoms, in Å:
P1 1.47770 1.16364 -1.99479  1.200
C1 3.22595 1.32413 -2.14132  -0.363
C2 3.75373 0.76056 -3.31171  -0.058
H1 3.17140 0.11740 -3.93044  0.100
C3 5.08797 1.09084 -3.60519  -0.053
H2 5.50654 0.66083 -4.49955  0.119
C4 5.80551 1.91282 -2.79853  -0.054
H3 6.85645 2.17447 -3.05967  0.140
C5 5.27309 2.46252 -1.63331  -0.018
H4 5.82428 3.09902 -0.99815  0.105
C6 3.93503 2.15461 -1.27985  -0.046
H5 3.48581 2.54492 -0.38007  0.108
C7 0.80720 -0.27624 -2.76818  -0.372
C8 1.41632 -1.52600 -2.58153  -0.091
H6 2.29659 -1.62114 -1.94755  0.105
C9 0.87826 -2.62894 -3.22143  -0.051
H7 1.30912 -3.60529 -3.04189  0.119
C10 -0.19973 -2.48852 -4.09697  -0.045
H8 -0.60310 -3.36583 -4.61527  0.127
C11 -0.73623 -1.22897 -4.32297  -0.055
H9 -1.55235 -1.11058 -5.02335  0.120
C12 -0.25497 -0.10842 -3.66792  -0.070
H10 -0.66478 0.87281 -3.86148  0.113
C13 0.53702 2.64409 -2.24276  -0.348
C14 0.84165 3.25893 -3.45888  -0.087
H11 1.62248 2.84250 -4.09158  0.122
C15 0.14921 4.38049 -3.81502  -0.051
H12 0.37289 4.86485 -4.75908  0.123
C16 -0.84255 4.93198 -3.00158  -0.010
H13 -1.39193 5.81098 -3.29844  0.120
C17 -1.10736 4.30712 -1.76675  -0.046
H14 -1.86751 4.72436 -1.11770  0.118
C18 -0.41950 3.18692 -1.36678  -0.076
H15 -0.57106 2.74934 -0.37522  0.096
Ru1 0.53015 -0.39237 2.21225  0.868
C19 -1.41621 -1.37262 1.94679  -0.156
C20 -1.98595 -1.43215 0.72817  -0.362
H16 -1.88974 -1.80116 2.85631  0.027
C21 -1.27249 -0.71378 -0.36629  -0.413
O1 -2.06557 0.31383 -0.90551  -0.017
H17 -1.59602 0.88191 -1.53682  0.078
C22 -0.11373 -0.14929 0.30595  -0.232
H18 -0.92581 -1.40260 -1.13527  0.128
C23 0.96774 0.44495 0.62572  -0.313
Cl1 -0.07652 -1.00705 4.47627  0.103
Cl2 2.59230 0.34419 3.05337  0.146
P2 1.55633 -2.39794 2.21712  0.619
C24 2.42708 -2.84300 3.76292  -0.290
H19 1.69165 -3.13267 4.51975  0.027
H20 2.97821 -1.96281 4.11005  0.001
H21 3.11826 -3.66694 3.55573  0.058
C25 0.53901 -3.86308 1.87423  -0.245
H22 0.03765 -3.74412 0.90634  0.030
H23 -0.21689 -3.96653 2.66039  0.050
H24 1.17745 -4.75663 1.85230  0.063
C26 2.83665 -2.40266 0.93548  -0.248
H25 3.35998 -1.44147 0.96051  0.026
H26 2.36960 -2.55366 -0.04344  0.020
H27 3.53569 -3.22106 1.14864  0.063
P3 -3.54997 -2.19993 0.29761  0.893
C27 -4.13049 -3.24540 1.62386  -0.158
C28 -3.22637 -3.16199 -1.18664  -0.151
H28 -4.29693 -2.64972 2.53136  0.077
H29 -3.39235 -4.03026 1.83973  0.076
H30 -5.07852 -3.71724 1.32328  0.082
H31 -2.85720 -2.50761 -1.98560  0.059
H32 -4.14795 -3.65888 -1.51600  0.079
H33 -2.46205 -3.91876 -0.96510  0.075
C29 -4.71588 -0.88595 -0.05935  -0.148
H34 -4.89007 -0.29522 0.84868  0.066
H35 -5.66329 -1.30789 -0.41774  0.079
H36 -4.26462 -0.23682 -0.81837  0.058
H37 1.62262 1.26700 1.09690  0.054
C30 -3.21292 1.52497 2.86238  -0.065
C31 -1.95234 2.14819 2.30114  -0.266
O2 -0.75071 1.75802 2.97968  -0.284
C32 -0.79782 2.15839 4.36830  -0.301
C33 0.58346 2.32001 4.95118  -0.116
H38 -3.10096 0.44376 2.99788  0.063
H39 -4.03585 1.70556 2.16348  0.078
H40 -3.48124 1.98717 3.82120  0.088
H41 -1.82843 1.86768 1.25041  0.082
H42 -2.02176 3.24840 2.35172  0.130
H43 -1.36661 3.10091 4.44583  0.128
H44 -1.33272 1.36822 4.91231  0.085
H45 1.24922 2.86509 4.27684  0.071
H46 0.49873 2.87002 5.89501  0.090
H47 1.02109 1.34080 5.16396  0.000

Computed properties:
Molecular weight, g mol⁻¹: 740.6
Calculated total energy, eV: -94553.2410
HOMO energy (spin up / spin down), eV: -11.0 / -13.8
Total charge: +2
2S+1: 5
Kohn-Sham gap (spin up / spin down), eV: 5.909 / 6.522

Entry 4:
Here is a single C2H7N5O molecule from the OMol25 dataset. Energies are from wB97M-V/def2-TZVPD.

Each line ends with the Löwdin charge.
Positions of all 15 atoms, in Å:
C1 -0.39149 0.56058 -0.02511  -0.380
C2 1.01494 -1.52988 0.08912  -0.286
H1 -2.50372 -1.33159 -0.53340  0.099
H2 -3.48320 -0.36571 0.22650  0.083
H3 -2.29766 1.34054 -0.39163  0.115
H4 -0.85771 -1.11656 0.91113  0.088
H5 0.86194 -2.56988 0.33908  0.099
H6 2.14825 -0.22328 -0.56734  0.006
H7 2.06264 2.13856 0.46592  0.076
N1 -2.50381 -0.54359 0.12356  -0.016
N2 -1.74125 0.52338 -0.43234  -0.013
N3 0.00191 -0.67694 0.58774  0.071
N4 2.05116 -1.23454 -0.58796  0.093
N5 0.34404 1.58433 -0.19852  0.068
O1 1.65805 1.29690 0.33980  -0.101

Computed properties:
Molecular weight, g mol⁻¹: 117.1
Calculated total energy, eV: -11682.2794
HOMO energy, eV: -8.7
Kohn-Sham gap, eV: 9.322
SMILES: [H]/N=C\N/C(=N\O)NN
Energy above the lowest of the compared OMol25 structures with the same formula, charge and spin, kcal per mole: 67.5

Entry 5:
Here is a molecular structure, ClH8NaO4 from the OMol25 dataset. Energies are from wB97M-V/def2-TZVPD.

Each line ends with the Löwdin charge.
Positions of all 14 atoms, in Å:
Na1 0.56159 -4.12717 3.74785  0.896
Cl1 -0.16779 -0.05242 2.02084  -0.859
O1 5.02980 -0.22710 1.05273  -0.059
H1 5.25196 0.45711 1.68419  0.028
H2 4.08541 -0.34767 1.15183  0.026
O2 0.57066 2.98519 -1.68052  -0.059
H3 1.31915 3.55676 -1.50936  0.024
H4 0.60516 2.32953 -0.98400  0.022
O3 -1.24931 -2.33301 -2.17867  -0.058
H5 -0.83069 -1.69098 -1.60526  0.026
H6 -1.58888 -3.00117 -1.58328  0.020
O4 -4.72869 1.12602 0.09230  -0.057
H7 -4.98649 0.50978 -0.59328  0.024
H8 -3.87187 0.81513 0.38462  0.027

Computed properties:
Molecular weight, g mol⁻¹: 130.5
Calculated total energy, eV: -25257.7095
HOMO energy, eV: -7.6
Kohn-Sham gap, eV: 4.560
Energy above the lowest of the compared OMol25 structures with the same formula, charge and spin, kcal per mole: 80.8

Entry 6:
Here is a molecular structure, C35H47BaF6N5O6S3Se2Si from the OMol25 dataset. Energies are from wB97M-V/def2-TZVPD.

Each line ends with the Löwdin charge.
Positions of all 106 atoms, in Å:
Ba1 -0.62961 -0.79289 2.04711  1.852
C1 0.96513 2.00560 -0.50289  -0.099
N1 2.32033 2.11711 -1.00526  -0.203
C2 3.18112 2.85093 -0.08080  -0.216
C3 4.44606 2.08276 0.32992  -0.171
C4 4.15969 0.75719 1.03558  -0.240
N2 3.20809 0.92453 2.11518  0.063
C5 3.56846 0.55534 3.27518  -0.136
C6 2.81778 0.57348 4.53148  -0.155
C7 3.57542 0.42615 5.69349  -0.090
C8 3.01290 0.45049 6.96382  -0.140
C9 1.63410 0.62808 7.05649  -0.123
C10 0.84726 0.76091 5.92808  -0.030
C11 1.39369 0.72036 4.62435  -0.422
O1 0.67884 0.77775 3.56184  -0.354
C12 2.35457 2.67045 -2.35328  -0.222
C13 3.70560 2.50464 -3.03171  -0.193
C14 4.07578 1.06102 -3.38025  -0.261
N3 3.43470 0.65219 -4.62441  0.012
C15 2.55860 -0.28247 -4.57727  -0.122
C16 1.86133 -0.79187 -5.74613  -0.167
C17 2.15670 -0.31269 -7.02295  -0.094
C18 1.54259 -0.80539 -8.15730  -0.167
C19 0.59717 -1.83602 -8.00245  -0.159
C20 0.27750 -2.33742 -6.76791  -0.059
C21 0.87359 -1.83708 -5.54903  -0.460
O2 0.55008 -2.28083 -4.42126  -0.095
H1 1.03143 1.60797 0.51248  0.053
H2 0.38961 1.34468 -1.15376  0.088
H3 0.43753 2.97668 -0.44590  0.087
H4 2.63043 3.06389 0.83647  0.107
H5 3.45559 3.82266 -0.51460  0.108
H6 5.01635 2.72933 1.00841  0.104
H7 5.07940 1.88498 -0.53723  0.093
H8 5.11074 0.32733 1.39038  0.102
H9 3.72206 0.06249 0.31654  0.089
H10 4.60549 0.19333 3.40850  0.109
H11 4.64769 0.28390 5.58806  0.096
H12 3.62083 0.32842 7.85069  0.076
H13 1.16492 0.65089 8.03532  0.088
H14 -0.22877 0.87575 6.00225  0.096
H15 2.10348 3.75013 -2.30738  0.112
H16 1.58190 2.19014 -2.95956  0.119
H17 4.46561 2.97801 -2.40172  0.086
H18 3.69581 3.04468 -3.98432  0.104
H19 3.84233 0.40191 -2.53359  0.101
H20 5.15785 1.02010 -3.55582  0.098
H21 2.29860 -0.77667 -3.63481  0.118
H22 2.90185 0.47333 -7.09512  0.089
H23 1.78568 -0.41640 -9.13899  0.064
H24 0.10866 -2.24851 -8.88202  0.077
H25 -0.44917 -3.13558 -6.65879  0.086
F1 1.22546 -5.12987 -0.29015  0.165
C22 2.13843 -4.20508 -0.07338  -0.666
F2 2.96470 -4.61706 0.89833  0.123
F3 2.85451 -3.99827 -1.15930  0.170
S1 1.32441 -2.59542 0.45514  0.536
O3 -0.09564 -2.77209 0.27535  -0.437
O4 1.90300 -1.51713 -0.28374  -0.266
N4 1.69712 -2.35006 2.03250  -0.391
S2 1.00246 -3.27906 3.14943  0.545
O5 0.56510 -4.54149 2.63268  -0.270
O6 0.07241 -2.52330 3.96552  -0.419
C23 2.41693 -3.61317 4.30618  -0.669
F4 3.07091 -4.70375 3.90001  0.134
F5 3.26466 -2.60145 4.36185  0.161
F6 1.92818 -3.84658 5.52370  0.144
C24 -5.46595 2.27462 2.23832  -0.426
Se1 -4.44763 1.29197 0.91420  0.851
C25 -5.48819 1.96734 -0.59931  -0.611
C26 -5.08124 3.32732 -1.13857  -0.602
Se2 -3.28052 3.27387 -1.88071  0.891
C27 -3.29403 5.06813 -2.60823  -0.447
H26 -6.50146 1.93837 2.21319  0.019
H27 -5.40424 3.34437 2.04638  0.017
H28 -5.01485 2.03425 3.19686  -0.046
H29 -6.52340 2.00253 -0.25418  0.054
H30 -5.43186 1.21169 -1.38386  0.051
H31 -5.12939 4.08930 -0.35881  0.056
H32 -5.76091 3.61160 -1.94603  0.060
H33 -4.07984 5.17414 -3.35359  0.013
H34 -2.32442 5.21306 -3.07939  0.010
H35 -3.42196 5.79622 -1.81023  0.015
C28 -5.15350 0.64017 6.49615  -0.221
Si1 -4.79754 -1.19451 6.44902  0.496
C29 -6.40799 -2.00975 6.99867  -0.194
C30 -3.48245 -1.60063 7.71888  -0.172
C31 -4.27982 -1.98932 4.82701  -0.264
C32 -4.54317 -3.34042 4.67918  -0.107
C33 -4.11098 -4.05021 3.56454  -0.088
C34 -3.38909 -3.35584 2.61971  -0.163
N5 -3.12874 -2.04982 2.71294  -0.104
C35 -3.53142 -1.34979 3.79685  -0.804
S3 -3.05107 0.30670 3.93615  0.479
H36 -5.70684 0.86073 7.41541  0.023
H37 -5.75718 0.95173 5.64201  0.019
H38 -4.23367 1.22065 6.47725  0.004
H39 -6.67229 -1.65283 7.99775  0.023
H40 -6.35352 -3.09862 7.03974  0.012
H41 -7.22091 -1.74087 6.31932  0.030
H42 -3.72470 -1.18190 8.69918  0.024
H43 -2.51985 -1.19517 7.39891  0.032
H44 -3.37000 -2.68252 7.82147  0.028
H45 -5.09855 -3.86774 5.44836  0.085
H46 -4.30188 -5.10805 3.44688  0.091
H47 -3.00139 -3.85211 1.73553  0.110

Computed properties:
Molecular weight, g mol⁻¹: 1167.3
Calculated total energy, eV: -244871.9609
HOMO energy, eV: -1.6
Total charge: -2
Kohn-Sham gap, eV: 4.920